<P>
This record from OMol25 describes 3 unconnected molecules or ions with the total composition H6O2S2. The level of theory is wB97M-V/def2-TZVPD.

SMILES string ... SS.O.O
Multiplicity ... 1

Each line ends with the Mulliken charge.
Element x y z (Å)
1 S -1.8065 0.2815 0.5656  -0.214
2 S -0.1713 1.5272 0.5459  -0.160
3 H -1.5511 -0.5495 1.5936  0.165
4 H 0.0603 1.1577 1.8795  0.181
5 H 2.4828 -0.3671 -0.1706  0.322
6 H 2.6163 -1.9206 -0.6989  0.315
7 O 2.8750 -1.2814 -0.0480  -0.631
8 H -0.3235 -1.2802 -1.8885  0.309
9 H 0.5653 -2.2826 -2.6968  0.306
10 O 0.5992 -1.6809 -1.9273  -0.595

=====

<Q>
This record from OMol25 describes 3 unconnected molecules or ions with the total composition H6O2S2. The level of theory is wB97M-V/def2-TZVPD.

SMILES string ... SS.O.O
Multiplicity ... 1

Each line ends with the Mulliken charge.
Element x y z (Å)
1 S -0.0690 1.6378 0.6495  -0.175
2 S -1.3080 0.8749 2.1708  -0.168
3 H -0.0242 2.8802 1.1848  0.176
4 H -2.3298 1.6599 1.8915  0.167
5 H -1.8243 -4.4102 -4.6679  0.319
6 H -0.6707 -3.2826 -4.8075  0.324
7 O -1.4847 -3.6606 -5.1429  -0.643
8 H 3.7013 -0.1704 0.8128  0.316
9 H 4.8096 -0.9009 0.0896  0.317
10 O 3.8594 -0.8695 0.1666  -0.634

=====

Quick one: most stable of them? <Q>

=====

<P>
This record from OMol25 describes a gas-phase ion, C3H4NO3 (charge -1). The level of theory is wB97M-V/def2-TZVPD.

Charge ... -1
Multiplicity ... 1

Each line ends with the Mulliken charge.
Element x y z (Å)
1 C 0.9653 -1.0418 -0.0907  0.151
2 C -1.3756 -0.4336 -0.0678  -0.709
3 C -0.0456 -0.0165 -0.0890  0.819
4 N 0.1369 1.3041 -0.0695  -0.747
5 O 1.4836 1.7719 0.1005  -0.485
6 O -2.3739 0.5200 0.1126  -0.589
7 O 2.1915 -0.9042 0.0457  -0.671
8 H 0.5610 -2.0740 -0.2124  0.210
9 H -1.7088 -1.4520 -0.1394  0.285
10 H -1.8760 1.3499 0.2683  0.386
11 H 2.0417 0.9762 0.1416  0.351

=====

<Q>
This record from OMol25 describes a gas-phase ion, C3H4NO3 (charge -1). The level of theory is wB97M-V/def2-TZVPD.

Charge ... -1
SMILES string ... C=N[C@@H](O)C(=O)[O-]
Multiplicity ... 1

Each line ends with the Mulliken charge.
Element x y z (Å)
1 C -1.5839 -0.7680 0.5211  -0.349
2 C 1.5939 -0.0974 0.1016  0.583
3 C 0.1868 0.0444 -0.7702  0.083
4 N -0.6731 -0.9015 -0.3430  -0.406
5 O 1.7189 0.7759 0.9539  -0.742
6 O 2.2899 -1.0410 -0.2273  -0.686
7 O -0.2816 1.6339 -0.4748  -0.652
8 H -2.0995 -1.6614 0.8523  0.264
9 H -1.8873 0.1836 0.9616  0.264
10 H 0.4057 0.0159 -1.8288  0.302
11 H 0.3301 1.8157 0.2536  0.339

=====

Quick one: most stable of them? <Q>

=====

<P>
This record from OMol25 describes C7H6 in the gas phase. The level of theory is wB97M-V/def2-TZVPD.

Multiplicity ... 1

Each line ends with the Mulliken charge.
Element x y z (Å)
1 C -1.6075 -0.4076 1.0157  -0.181
2 C -0.2136 -2.1082 0.0496  -0.388
3 C -0.9972 0.6825 0.4506  -0.359
4 C -1.2559 -1.7097 0.7865  -0.241
5 C 0.3869 -0.8961 -0.5503  -0.233
6 C 0.0703 0.4845 -0.4310  0.514
7 C 0.9212 1.8059 -0.5522  -1.027
8 H -2.4561 -0.1275 1.5820  0.420
9 H 0.4355 -2.9634 0.2053  0.346
10 H 1.4019 -1.1205 -0.9316  0.239
11 H 1.1897 2.1433 0.5084  0.246
12 H 0.3688 2.6780 -0.9879  0.284
13 H 1.7559 1.5389 -1.1453  0.381

=====

<Q>
This record from OMol25 describes a molecular structure, C7H6. The level of theory is wB97M-V/def2-TZVPD.

Multiplicity ... 1

Each line ends with the Mulliken charge.
Element x y z (Å)
1 C 0.0663 0.0574 -1.5548  -0.408
2 C -0.0092 1.1291 -0.8629  -0.149
3 C -0.3135 -1.1442 -0.7771  -0.387
4 C 0.2103 1.6072 0.4515  0.203
5 C -0.3933 -0.6227 0.6779  0.114
6 C 0.5689 0.3664 1.1791  -0.438
7 C -0.9684 0.7325 0.8039  -0.812
8 H 0.7413 0.0009 -2.3539  0.361
9 H -1.2734 -1.7214 -1.1021  0.292
10 H 0.5031 -1.9174 -0.8187  0.267
11 H 0.3880 2.6223 0.7769  0.385
12 H -0.5293 -1.5114 1.4707  0.298
13 H 1.0091 0.4014 2.1095  0.273

=====

Quick one: most stable of them? <P>